This record from the OMol25 dataset describes 6 unconnected molecules or ions with the total composition C6H24O5S2 at a distorted geometry. The level of theory is ωB97M-V/def2-TZVPD.

Geometry as XYZ:
```
37
Properties=species:S:1:pos:R:3:forces:R:3:lowdin_charge:R:1
C -1.7170 -0.7216 -1.2306 2.34 0.57 2.83 -0.37
C -1.5167 -2.0036 -1.9394 1.57 2.05 -3.05 -0.11
C -2.8061 -0.7309 -0.1994 -3.14 -1.59 2.44 -0.52
S -2.4777 -0.1040 1.5478 0.43 -0.30 0.14 0.46
S -1.1756 -1.3499 2.6969 -1.68 0.97 -1.18 0.53
C 0.4515 -0.7947 2.1979 -0.14 1.48 -1.03 -0.61
C 0.7076 0.6869 1.9974 0.10 2.26 -1.39 -0.42
C 1.1572 1.5378 3.1627 -1.18 -0.92 1.64 -0.13
H -1.7533 0.0526 -1.9600 -0.08 1.02 -0.16 0.07
H -0.7571 -0.6211 -0.5649 -1.41 0.44 -1.44 0.12
H -1.3211 -2.7651 -1.2597 0.05 -1.78 0.72 0.06
H -0.5789 -1.7899 -2.5979 -1.42 -0.98 1.06 0.11
H -2.3189 -2.0809 -2.6592 -0.37 -1.03 -0.03 0.08
H -3.1076 -1.8479 0.0500 0.30 2.14 -0.84 0.10
H -3.8377 -0.1293 -0.3000 2.26 -1.32 -0.47 0.09
H 0.6511 -1.1218 1.1817 0.49 -1.29 0.45 0.04
H 0.9832 -1.1575 3.0519 1.23 -0.69 -0.02 0.05
H 1.6377 0.8961 1.3789 -1.65 -1.16 -0.44 0.10
H -0.1620 1.1570 1.4955 0.42 -0.44 0.05 0.05
H 0.3854 1.3038 4.0727 2.51 0.74 -1.56 0.13
H 1.1478 2.6388 2.9145 0.11 -1.26 0.36 0.08
H 2.2177 1.1154 3.1468 -1.06 1.18 1.87 0.07
H -2.8766 2.4662 -1.4163 2.64 0.62 0.50 0.11
H -2.3230 3.2755 -0.2673 1.10 -0.50 -0.88 0.08
O -1.9626 2.8003 -1.0648 -3.80 -0.12 0.46 -0.11
H 3.5910 -0.5011 2.2865 0.14 -0.14 -0.92 0.07
H 4.0716 -0.4657 0.7960 1.34 0.53 -0.55 0.04
O 3.3655 -0.7099 1.3586 -1.13 -0.51 1.48 -0.04
H 0.8714 -0.4027 -2.5904 -6.21 -3.39 -1.43 -0.09
H 1.3734 0.9947 -2.2470 -0.72 -0.50 -0.17 0.03
O 1.5692 0.0690 -2.4110 7.28 3.67 1.76 0.01
H 2.4194 -2.4183 0.1314 -0.06 -0.89 1.98 -0.02
H 2.6442 -1.6234 -0.9485 -0.17 0.80 -1.36 0.00
O 2.1239 -2.3999 -0.7578 -0.01 0.07 -0.67 -0.04
H 0.4346 2.4103 -3.5169 -1.67 -0.60 0.73 0.07
H -0.7397 2.4093 -2.3627 0.88 -0.60 -1.57 0.03
O -0.3717 1.9255 -3.1734 0.68 1.48 0.70 -0.12
```
Positions in Å, forces in eV/Å.

Energy above the lowest of the compared OMol25 structures with the same formula, charge and spin: 396.7 kJ/mol
E_tot: -1415.45622 Eh
Orbital gap: 8.68 eV
Lowest unoccupied orbital energy: 0.12 eV
Total charge: 0
SMILES string: CCCSSCCC.O.O.O.O.O